Record 1
Density functional theory data (ωB97M-V/def2-TZVPD) for a 2-piece molecular cluster, C16H22N6O6S overall at a distorted geometry.

Element x y z (Å)
O -0.87789 3.86757 2.63108
O 0.65702 5.35269 -1.22931
O 5.03911 -1.91761 -2.90332
O 2.92214 1.29831 -2.19391
O -0.76357 -2.66497 1.22475
O -1.26364 -1.43943 3.31400
N -0.27231 0.92904 -0.98418
C -0.57007 3.62253 1.47972
C 0.23909 4.42210 -0.57675
C 4.44308 -1.48026 -3.87927
C 2.81589 0.17758 -1.70264
C -0.65113 -0.14746 -0.28208
C -0.25437 2.11571 -0.38213
C -1.00181 1.17918 1.69607
C -0.62023 2.28318 0.94306
C -1.02940 -0.04335 1.04012
N -0.21187 4.66193 0.68123
N 0.14567 3.18338 -1.13766
N 3.01426 0.01920 -0.38937
N 3.17635 -1.07122 -3.83236
N -3.13465 -1.63587 1.47872
C 5.13832 -1.38850 -5.21787
C 2.94697 -1.22392 0.37998
C 2.40715 -1.01431 -2.58570
C -4.37128 -2.65398 3.43057
C -5.29609 -0.56927 2.17189
C -4.24333 -0.05227 3.15221
C -4.10865 -1.43906 2.54543
S -1.47460 -1.55794 1.86853
H -0.65930 -1.11416 -0.78009
H -1.25931 1.27455 2.75404
H -0.02159 5.56001 1.10146
H 0.73333 2.99654 -1.94200
H 3.31605 0.85150 0.09257
H 2.76646 -0.68432 -4.66560
H -3.29945 -1.00857 0.70815
H 5.17769 -0.34680 -5.53217
H 4.59186 -1.97981 -5.94990
H 6.15129 -1.77678 -5.11544
H 1.95655 -1.67635 0.30228
H 3.15542 -1.02024 1.43192
H 3.69504 -1.92807 0.00796
H 1.34758 -0.91472 -2.81595
H 2.55001 -1.94820 -2.04400
H -4.64979 -3.51268 2.81288
H -5.18060 -2.45571 4.13937
H -3.47153 -2.91071 3.99738
H -6.27536 -0.84550 2.57568
H -5.32073 -0.13048 1.16999
H -3.58451 0.74457 2.80095
H -4.51930 0.01293 4.20970

Its SMILES is CC1(NS(=O)(=O)c2cnc3[nH]c(=O)[nH]c(=O)c3c2)CC1.CNC(=O)CNC(C)=O. The max |F| comes out at 3.343 eV/A. For the electronic energy, the calculation gives -49010.8277 eV. The value obtained for the lowest unoccupied orbital energy is -0.85 eV.

=====

Record 2
Density functional theory data (ωB97M-V/def2-TZVPD) for C39H34NO2P2PdS2 as an isolated structure.

Element x y z (Å)
Pd -0.36111 -0.13035 0.05705
O 2.17064 2.18411 0.40712
S 1.86941 0.75947 0.28427
C 2.40329 -0.10004 1.77032
C 3.68173 -0.58580 1.97432
C 4.00762 -1.17715 3.18762
C 3.05603 -1.27815 4.18635
C 1.76824 -0.80413 3.97467
C 1.42095 -0.21047 2.76941
P -0.29259 0.33231 2.43713
C -1.33378 -0.60176 3.57554
C -2.15616 0.02897 4.50539
C -3.00018 -0.73118 5.30267
C -3.02517 -2.11167 5.17367
C -2.21161 -2.74095 4.23966
C -1.37221 -1.99117 3.43383
C -0.34039 2.06827 2.93520
C -0.92289 2.99709 2.08073
C -0.95337 4.33901 2.42884
C -0.39948 4.75378 3.62926
C 0.18745 3.82985 4.48626
C 0.21922 2.49030 4.14145
C 2.77656 0.07182 -1.09986
C 4.15788 0.20864 -1.17157
C 4.84155 -0.31181 -2.25598
C 4.14081 -0.94632 -3.27421
C 2.75757 -0.99733 -3.24060
C 2.05011 -0.46295 -2.16629
P 0.23088 -0.25200 -2.27844
C -0.37613 -1.58489 -3.34480
C -0.75956 -2.79059 -2.75657
C -1.21206 -3.83120 -3.55227
C -1.29533 -3.67351 -4.92864
C -0.92314 -2.47226 -5.51560
C -0.46322 -1.42882 -4.72806
C 0.06938 1.26997 -3.24569
C -1.22219 1.66078 -3.60707
C -1.42881 2.84448 -4.29378
C -0.34850 3.65787 -4.61035
C 0.93380 3.28245 -4.24126
C 1.14805 2.09297 -3.55963
H 4.42363 -0.54594 1.19346
H 5.00242 -1.57273 3.33808
H 3.30544 -1.74381 5.13049
H 1.01962 -0.91816 4.74847
H -2.14033 1.10631 4.60816
H -3.63808 -0.24061 6.02583
H -3.68159 -2.70136 5.80002
H -2.23391 -3.81801 4.13660
H -0.74738 -2.47360 2.68956
H -1.34939 2.67298 1.13789
H -1.40352 5.05903 1.75855
H -0.41828 5.80158 3.89851
H 0.62471 4.15638 5.42039
H 0.68441 1.77275 4.80715
H 4.69131 0.74010 -0.39477
H 5.91803 -0.22305 -2.30692
H 4.67179 -1.36911 -4.11653
H 2.21509 -1.43921 -4.06668
H -0.69342 -2.90922 -1.68170
H -1.50238 -4.76805 -3.09522
H -1.65277 -4.48725 -5.54580
H -0.99078 -2.34685 -6.58816
H -0.17817 -0.49066 -5.18866
H -2.06557 1.02453 -3.36097
H -2.43107 3.13362 -4.58150
H -0.50854 4.58559 -5.14347
H 1.77595 3.91647 -4.48492
H 2.15583 1.81612 -3.27871
O 2.42695 -3.15860 0.23815
C 1.37409 -2.62614 0.30740
N 0.28748 -2.12180 0.39004
C -4.13246 0.75993 -1.25679
S -3.12062 0.24712 0.14551
C -3.49388 -1.51562 0.18436
H -5.18469 0.65350 -0.99926
H -3.91189 0.16409 -2.14234
H -3.91816 1.80708 -1.46067
H -3.24062 -1.98655 -0.76451
H -4.54725 -1.66820 0.41217
H -2.88529 -1.95025 0.97670

The max |F| comes out at 0.547 eV/A. For the electronic energy, the calculation gives -90302.3998 eV. The value obtained for the lowest unoccupied orbital energy (spin up / spin down) is -2.61 / -4.46 eV. The spin multiplicity is 3. As for the net charge: +1. The energy relative to the best compared isomer or geometry (same formula, charge and spin) comes out at 0.2001 eV. Its expectation value of S² is 2.010.

=====

Record 3
Density functional theory data (ωB97M-V/def2-TZVPD) for a single C9H6N4 molecule at a distorted geometry.

Element x y z (Å)
N -2.58417 -0.42313 1.94233
N -0.17324 -0.73870 1.47126
N -0.87404 0.64071 -0.98572
C -3.54035 -0.00104 1.17004
C -1.41480 -0.35825 1.15542
C -1.74306 0.26649 -0.05065
C 3.10712 -0.44093 -0.17036
C 2.77133 0.26726 -1.32775
C 2.10288 -0.74958 0.73673
C 1.43027 0.63664 -1.58443
C 0.75586 -0.39928 0.52890
C 0.41325 0.31022 -0.69225
N -3.08016 0.41485 -0.04251
H -4.59576 0.03523 1.46223
H 4.11704 -0.81147 0.02177
H 3.52190 0.57926 -2.02411
H 2.33221 -1.24764 1.67111
H 1.12714 1.19036 -2.49661
H -3.67343 0.82900 -0.78542

Its SMILES is c1ccc2nc3[nH]cnc3nc2c1. The max |F| comes out at 3.261 eV/A. For the electronic energy, the calculation gives -15390.9403 eV. The value obtained for the lowest unoccupied orbital energy is -0.62 eV. The energy relative to the best compared isomer or geometry (same formula, charge and spin) comes out at 0.0000 eV.

=====

Record 4
Density functional theory data (ωB97M-V/def2-TZVPD) for C21H20F5FeO as an isolated structure at a distorted geometry.

Element x y z (Å)
Fe 1.07134 -0.77880 0.53627
C 0.70728 -2.68227 1.52937
C -0.57935 -2.05570 1.51522
C -1.04515 -1.99212 0.17162
H -1.13158 -1.75669 2.40237
C -0.02403 -2.48079 -0.67104
C 1.05742 -2.94656 0.15471
H 1.90680 -3.54207 -0.16931
H 1.25096 -2.99269 2.41478
H -2.03224 -1.66881 -0.16587
H -0.12178 -2.56541 -1.75019
C 2.45209 0.77677 -0.26535
C 2.93440 -0.55398 -0.58768
C 2.13433 -1.02392 -1.67775
H 3.83485 -1.02013 -0.22264
C 1.22296 -0.00126 -2.06060
C 1.40503 1.10422 -1.18558
H 0.88954 2.05629 -1.25000
H 2.92075 1.46790 0.42824
H 2.29807 -1.95312 -2.21394
H 0.55908 -0.02138 -2.91882
O -1.14658 0.35218 1.06616
C -3.00660 0.90505 -3.54424
C -3.64741 1.13309 -2.34167
C -2.57427 -0.53425 -3.59897
C -1.92129 1.95132 -3.75726
C -2.10497 0.87468 0.45036
H -3.97183 0.29257 -1.73577
H -3.53603 2.07996 -1.81878
H -2.08331 1.97582 0.17049
H -3.09659 0.29764 0.44126
H -2.80943 -1.03574 -4.55409
H -2.98573 -1.14710 -2.80114
H -1.50214 -0.57106 -3.48723
H -2.22079 2.75016 -4.45422
H -1.02537 1.46959 -4.10548
H -1.65931 2.47738 -2.83165
F -1.00901 1.56412 2.96364
C 0.31632 1.26071 3.11432
C 1.09459 0.37273 2.36467
C 2.32829 0.07050 2.94989
F 3.28184 -0.76717 2.37202
C 2.75407 0.58047 4.19914
F 3.92628 0.20647 4.76526
C 1.95618 1.48443 4.88765
F 2.23527 1.98345 6.11651
C 0.77201 1.86706 4.28999
F -0.07498 2.73647 4.86537

The max |F| comes out at 3.009 eV/A. For the electronic energy, the calculation gives -72115.1794 eV. The value obtained for the lowest unoccupied orbital energy (spin up / spin down) is 5.09 / 5.07 eV. The spin multiplicity is 6. As for the net charge: -2. Its expectation value of S² is 8.787.

=====

Q: Look up the max |F| of the third one.
A: 3.261 eV/A

=====

Q: Which value of max |F| does entry 1 give?
A: 3.343 eV/A